(1)
21
Properties=species:S:1:pos:R:3 method="wB97M-V/def2-TZVPD" e_tot_ev=-10516.4764 de_lowest_kj_mol=140.19 gap_ev=9.8 mol_weight_g_mol=110.2
C 2.47665 1.01112 -0.47233
C 1.45091 0.49297 0.33640
C 0.23360 1.26958 0.76742
C 1.59969 -0.93112 0.92938
H 3.22052 0.42615 -0.92118
H 2.26766 2.00985 -0.96330
H 0.11830 2.20440 0.23940
H -0.67162 0.75622 0.72543
H 0.37501 1.60385 1.80812
H 1.56026 -0.77483 2.07297
H 0.73096 -1.51584 0.51586
H 2.53294 -1.40467 0.62126
O -0.49080 -1.47670 -1.50123
H -0.31741 -1.50567 -2.45147
H -0.01940 -0.61582 -1.23053
O -2.43965 -1.16379 0.72724
H -1.76810 -1.20359 0.03338
H -2.50691 -2.11632 0.89719
O -2.45348 1.08019 -0.93517
H -2.55464 0.69296 -0.01282
H -3.34448 1.16106 -1.18601



(2)
78
Properties=species:S:1:pos:R:3 method="wB97M-V/def2-TZVPD" e_tot_ev=-80211.4983 gap_ev=4.8 mol_weight_g_mol=657.4
C 3.60937 -3.45453 2.70526
C 4.19217 -2.42610 1.74912
C 3.83827 -0.99350 2.16270
I 5.23632 -0.11153 3.53362
C 3.59197 -0.07582 1.04693
N 2.80453 0.92797 1.22646
C 2.52624 1.72008 0.00019
C 1.04391 2.16145 0.09954
C 0.76411 3.49170 -0.58352
C -0.61468 4.07787 -0.29272
C -1.78592 3.07913 -0.25705
C -2.72562 3.35044 0.93037
C -3.52771 2.11292 1.35523
C -4.81954 2.00822 0.54073
C -5.52529 0.66833 0.71384
C -4.80134 -0.49818 0.03417
C -4.92359 -0.49674 -1.48640
C -6.34853 -0.64258 -2.02345
C -7.12567 -1.85078 -1.45140
O -7.52483 -2.73558 -2.49452
C -6.50876 -3.63010 -2.90638
C 2.70424 0.53051 -0.98085
P 2.58717 0.84598 -2.80021
O 2.79273 -0.66377 -3.37839
Cl 0.53310 1.07538 -3.08453
C 4.05927 -0.02251 -0.38238
C 4.80489 -1.17539 -1.04541
C 5.61303 -0.64819 -2.25365
C 7.13488 -0.68389 -2.02745
Cl 7.79809 0.97899 -2.08747
H 2.54635 -3.26933 2.82087
H 3.71621 -4.43413 2.24392
H 4.12911 -3.46153 3.65542
H 3.68952 -2.60258 0.79773
H 5.25581 -2.56921 1.60314
H 2.90931 -1.04997 2.72082
H 2.42235 1.10653 2.15037
H 3.21958 2.53951 -0.14470
H 0.43054 1.35763 -0.28403
H 0.77978 2.26611 1.15264
H 1.50001 4.19514 -0.19740
H 0.95594 3.40588 -1.64898
H -0.83937 4.81084 -1.05946
H -0.59531 4.61764 0.64644
H -2.39361 3.16444 -1.15430
H -1.48091 2.04059 -0.17021
H -2.14415 3.67204 1.79247
H -3.39457 4.17388 0.69138
H -2.90413 1.23079 1.26054
H -3.79572 2.24797 2.39953
H -5.46661 2.83118 0.82769
H -4.55785 2.16962 -0.50544
H -5.59534 0.44985 1.77748
H -6.52790 0.74759 0.30583
H -3.74136 -0.41944 0.26701
H -5.15415 -1.42057 0.48475
H -4.27733 -1.25573 -1.91785
H -4.51794 0.45518 -1.82687
H -6.90857 0.26377 -1.82166
H -6.30091 -0.79119 -3.09544
H -8.02755 -1.49600 -0.96599
H -6.52345 -2.41518 -0.74380
H -5.58798 -3.52438 -2.33826
H -6.29576 -3.46962 -3.96236
H -6.86550 -4.65366 -2.81303
H 1.96943 -0.22146 -0.68335
H 2.86170 -1.32222 -2.66709
H 4.71354 0.85172 -0.42628
H 4.13135 -1.98264 -1.31762
H 5.48367 -1.57638 -0.30497
H 5.37223 -1.22899 -3.13475
H 5.32762 0.37737 -2.45352
H 7.41101 -1.15033 -1.09305
H 7.58832 -1.22831 -2.84048
N 4.52029 -2.59330 6.36213
O 5.51668 -2.95363 5.68955
O 4.66386 -2.19244 7.52112
O 3.37898 -2.61277 5.83775



(3)
19
Properties=species:S:1:pos:R:3 method="wB97M-V/def2-TZVPD" e_tot_ev=-17692.4339 de_lowest_kj_mol=180.75 spin_multiplicity=3 total_charge=+1 s_squared=2.009 gap_ev="7.6 / 7.6" mol_weight_g_mol=118.2
C -1.48945 -0.60212 0.32851
C -0.33677 -1.62486 0.30671
C -0.97476 0.72546 0.65839
C 0.88873 -0.74592 0.56568
C 0.40739 0.97502 -1.87924
N 0.46045 0.67230 0.35083
S 1.57743 1.82351 1.06366
H -1.99278 -0.69716 -0.69870
H -2.19137 -0.99429 1.03166
H -0.35901 -2.44632 1.15193
H -0.33519 -2.22429 -0.55422
H -1.35039 1.50719 0.01255
H -1.15602 1.14317 1.70812
H 1.23835 -0.71523 1.69024
H 1.79218 -1.03166 -0.05019
H 0.96212 0.10397 -2.16449
H -0.67557 0.97297 -1.80917
H 1.09885 1.81429 -1.95564
H 2.43581 1.34397 0.24338



(4)
16
Properties=species:S:1:pos:R:3 method="wB97M-V/def2-TZVPD" e_tot_ev=-19535.1506 de_lowest_kj_mol=613.83 gap_ev="7.8 / 7.6" mol_weight_g_mol=242.0
C -1.32403 2.15889 0.11206
C -0.49749 2.17280 1.36825
C 1.64253 -2.17146 0.00510
C -0.87848 0.12623 1.02058
C 0.95606 -1.37217 -1.03856
O -1.45731 0.78032 -0.08571
O -0.39430 0.98151 1.86211
O 2.16042 -2.08639 -1.25705
I -0.64017 -1.99109 -2.15615
H -2.21605 2.63288 0.34943
H -0.86329 2.46337 -0.82087
H 1.09564 -0.23822 -1.16182
H 0.08560 2.92273 1.82152
H 2.28778 -1.82062 0.73289
H 1.07006 -3.04781 0.29390
H -1.30457 -0.86477 1.16867



(5)
10
Properties=species:S:1:pos:R:3 method="wB97M-V/def2-TZVPD" e_tot_ev=-7735.8569 de_lowest_kj_mol=472.24 gap_ev=5.4 mol_weight_g_mol=75.1
C 1.52313 2.39406 1.08759
C -0.24128 -0.68593 -0.18496
N 0.76681 1.53399 0.71871
O 2.18932 3.34782 1.30937
O -1.08797 -1.82319 -0.71224
H 0.76073 -0.70497 -0.79138
H -0.23281 -1.07608 0.84182
H -0.67335 0.26405 -0.09370
H -1.02508 -1.74158 -1.68798
H -1.97950 -1.50818 -0.48723



(6)
19
Properties=species:S:1:pos:R:3 method="wB97M-V/def2-TZVPD" e_tot_ev=-12680.7056 de_lowest_kj_mol=141.25 total_charge=+1 gap_ev=12.1 mol_weight_g_mol=115.0
Li -32.01411 11.86211 9.62518
O -33.48679 13.66969 9.76622
H -33.73333 14.19630 9.04205
H -34.06443 14.07660 10.28561
O -33.14453 11.12858 8.04739
H -33.88811 10.44260 8.06499
H -32.88741 11.56828 7.13973
O -30.44187 10.24583 9.31280
H -30.75413 9.65165 9.87525
H -30.81490 10.17560 8.42951
O -31.59155 12.39610 11.79133
H -31.84906 11.77025 12.40726
H -31.82282 13.27787 12.12297
O -30.89077 13.37424 8.46322
H -30.24198 13.81681 8.99935
H -31.23894 14.00715 7.84730
O -33.13632 10.34143 10.99378
H -33.73305 10.75272 11.63832
H -33.45595 9.44042 11.07537